Molecular formula: C5H8N2PtS5
Method: DFT, ωB97M-V with the def2-TZVPD basis set

The geometry in XYZ format:
```
21
Properties=species:S:1:pos:R:3:nbo_charge:R:1
Pt 0.00 0.11 -0.11 0.549
S 0.02 -4.82 5.09 0.436
C 0.01 -3.73 3.94 -0.627
S 0.02 -1.97 4.25 0.644
C 0.01 -1.47 2.63 -0.399
C 0.00 -2.55 1.61 -0.399
S 0.00 -2.17 0.01 0.288
S 0.01 -4.13 2.20 0.644
S 0.00 0.11 2.17 0.287
N 0.51 2.12 -0.37 -0.790
C -0.11 2.61 -1.65 -0.246
C 0.09 1.51 -2.69 -0.246
N -0.52 0.26 -2.14 -0.790
H 0.38 2.77 0.40 0.430
H 1.52 2.07 -0.53 0.416
H 0.36 3.53 -1.98 0.251
H -1.17 2.80 -1.47 0.227
H 1.15 1.32 -2.88 0.227
H -0.38 1.79 -3.63 0.251
H -0.39 -0.55 -2.74 0.430
H -1.53 0.41 -2.09 0.416
```

Properties
Net charge: +2
Gap between HOMO and LUMO (alpha / beta): 6.21 / 6.21 eV
Total energy: -2414.53355 Eh
Highest occupied orbital energy (alpha / beta): -16.049 / -16.049 eV
Strongest force on any atom: 0.0133 Eh/bohr
LUMO level (alpha / beta): -9.8391 / -9.8388 eV
2S+1: 1